Entry from the OMol25 dataset: a structure of composition C36H42BrCsF2N9O6P2 (ωB97M-V/def2-TZVPD).

Values from the calculation:
* net charge: -1
* frontier orbital gap: 6.26 eV
* energy above the lowest of the compared OMol25 structures with the same formula, charge and spin: 12.1 kcal per mole
* calculated total energy: -158317.9162 eV
* largest force on an atom: 2.768 eV Å⁻¹

Each line ends with the Mulliken charge.
Element x y z (Å)
1 Cs -16.48 1.90 -9.71  1.3165
2 O -16.08 -2.87 -12.52  -0.7577
3 C -16.29 -1.79 -11.91  -0.1915
4 N -15.55 -0.67 -11.74  0.1719
5 C -14.17 -0.54 -11.83  -0.3636
6 O -13.30 -1.25 -11.36  -0.6522
7 C -13.80 0.74 -12.62  0.4151
8 C -13.27 0.74 -13.86  -0.3699
9 C -13.03 1.97 -14.50  -0.5623
10 C -13.28 3.16 -13.84  -0.7925
11 C -13.77 3.03 -12.55  -0.3455
12 N -14.09 1.89 -11.97  0.4044
13 C -17.75 -1.57 -11.41  0.2480
14 C -18.76 -2.28 -11.97  -0.3898
15 C -20.03 -2.25 -11.38  -0.2315
16 C -20.25 -1.57 -10.19  -0.9410
17 C -19.16 -0.84 -9.73  -0.1264
18 N -17.92 -0.85 -10.30  -0.0626
19 H -13.07 -0.21 -14.33  0.5280
20 H -12.88 1.88 -15.63  0.2335
21 H -13.12 4.18 -14.19  0.4501
22 H -14.05 3.90 -11.91  0.4070
23 H -18.64 -2.98 -12.78  0.4237
24 H -20.90 -2.78 -11.86  0.2965
25 H -21.16 -1.54 -9.63  0.6846
26 H -19.27 -0.31 -8.77  0.3730
27 F -19.66 7.77 -9.49  -0.4314
28 C -19.52 6.68 -10.21  0.7149
29 C -19.07 5.52 -9.66  -0.5547
30 C -18.63 4.48 -10.44  0.3693
31 C -18.99 4.57 -11.79  -0.3094
32 C -19.64 5.69 -12.29  0.9118
33 F -19.98 5.73 -13.65  -0.3998
34 C -19.90 6.83 -11.53  -1.0488
35 C -18.62 3.44 -12.71  -0.4222
36 C -17.41 3.46 -13.47  -0.6374
37 C -16.90 2.26 -13.91  -0.1267
38 C -17.55 1.10 -13.68  -0.3673
39 C -18.81 1.16 -13.05  -0.6762
40 N -19.31 2.28 -12.55  -0.2659
41 H -18.93 5.61 -8.54  -0.0108
42 H -20.27 7.73 -12.01  0.4470
43 H -16.88 4.40 -13.59  0.4764
44 H -15.99 2.20 -14.56  0.3475
45 H -17.10 0.14 -13.98  0.4094
46 H -19.33 0.22 -12.77  0.4228
47 C -13.18 0.89 -8.58  -0.7772
48 N -12.60 2.15 -7.90  0.4104
49 C -11.68 2.87 -8.76  -0.7715
50 P -13.63 2.87 -6.84  0.3934
51 O -15.01 2.35 -6.90  -0.8374
52 O -13.59 4.46 -7.03  -0.1784
53 P -14.17 5.25 -8.35  -0.5468
54 O -14.34 4.31 -9.49  0.3419
55 N -15.53 6.07 -7.88  0.3776
56 C -16.05 6.98 -8.95  -1.1562
57 C -16.59 5.48 -7.10  -0.8798
58 N -13.04 6.44 -8.61  0.5275
59 C -12.92 7.61 -7.78  -1.3309
60 C -12.17 6.43 -9.79  -0.8685
61 N -13.01 2.63 -5.32  0.1021
62 C -13.88 3.04 -4.23  -0.9962
63 C -11.61 2.76 -5.03  -0.9341
64 H -13.45 1.15 -9.60  -0.0644
65 H -14.06 0.58 -8.09  0.4464
66 H -12.42 0.12 -8.44  0.3544
67 H -10.74 2.32 -8.93  0.3015
68 H -11.35 3.82 -8.33  0.3490
69 H -12.20 3.09 -9.70  0.1218
70 H -15.31 7.72 -9.16  0.3380
71 H -16.95 7.48 -8.56  0.4287
72 H -16.34 6.40 -9.82  0.2266
73 H -16.18 5.03 -6.18  0.1983
74 H -17.22 4.81 -7.63  0.2144
75 H -17.27 6.26 -6.78  0.4638
76 H -13.67 7.56 -6.98  0.3445
77 H -13.02 8.48 -8.38  0.4361
78 H -11.97 7.68 -7.28  0.3277
79 H -12.40 5.63 -10.49  0.1460
80 H -11.09 6.38 -9.54  0.2681
81 H -12.37 7.40 -10.33  0.3378
82 H -14.04 4.11 -4.20  0.3075
83 H -13.44 2.81 -3.26  0.4090
84 H -14.88 2.53 -4.29  0.2302
85 H -11.41 3.78 -4.64  0.3101
86 H -10.94 2.57 -5.91  0.2459
87 H -11.44 2.06 -4.21  0.3468
88 O -22.26 4.93 -9.94  -0.6183
89 C -22.44 3.63 -9.69  0.3681
90 C -21.77 2.59 -10.27  0.3783
91 C -22.16 1.30 -9.96  -1.0035
92 N -22.93 0.98 -8.94  -0.5197
93 C -23.43 1.99 -8.28  -0.0022
94 Br -24.34 1.55 -6.66  -0.2380
95 C -23.34 3.29 -8.66  -0.3237
96 H -21.55 5.01 -10.56  0.3297
97 H -21.04 2.72 -11.03  0.4437
98 H -21.77 0.44 -10.50  0.8042
99 H -23.88 4.05 -8.10  0.4035

Entry from the OMol25 dataset: a structure of composition C32H38ClIrN2P (ωB97M-V/def2-TZVPD).

Values from the calculation:
* net charge: +2
* frontier orbital gap (alpha / beta): 6.40 / 7.06 eV
* multiplicity: 2
* energy above the lowest of the compared OMol25 structures with the same formula, charge and spin: 0.0 kcal per mole
* calculated total energy: -61416.0626 eV
* largest force on an atom: 1.050 eV Å⁻¹

Each line ends with the Mulliken spin population.
Element x y z (Å)
1 Ir 0.30 -0.42 0.42  0.6557
2 Cl 0.30 2.13 0.59  0.0080
3 C 0.73 2.71 -1.03  0.0173
4 C 1.26 3.98 -1.14  -0.0008
5 C 1.59 4.43 -2.42  -0.0008
6 C 1.39 3.62 -3.52  -0.0003
7 C 0.87 2.34 -3.37  -0.0069
8 C 0.52 1.88 -2.11  -0.0290
9 P -0.20 0.25 -1.82  0.0291
10 C 0.14 -0.68 -3.32  0.0141
11 C -0.79 -0.80 -4.36  0.0025
12 C -0.41 -1.40 -5.55  -0.0007
13 C 0.88 -1.88 -5.72  0.0022
14 C 1.81 -1.77 -4.69  -0.0013
15 C 1.44 -1.18 -3.49  0.0020
16 C -2.00 0.52 -1.80  -0.0060
17 C -2.84 -0.60 -1.89  0.0527
18 C -4.21 -0.44 -1.89  -0.0165
19 C -4.77 0.82 -1.75  0.0323
20 C -3.94 1.93 -1.64  -0.0126
21 C -2.56 1.79 -1.67  0.0525
22 H 1.42 4.60 -0.27  -0.0003
23 H 2.00 5.43 -2.53  0.0000
24 H 1.64 3.98 -4.51  -0.0002
25 H 0.72 1.71 -4.24  0.0003
26 H -1.79 -0.40 -4.25  0.0016
27 H -1.13 -1.49 -6.35  0.0001
28 H 1.17 -2.34 -6.65  0.0000
29 H 2.82 -2.13 -4.82  0.0001
30 H 2.16 -1.09 -2.68  -0.0019
31 H -2.40 -1.58 -2.01  0.0046
32 H -4.85 -1.31 -1.99  -0.0003
33 H -5.84 0.94 -1.74  0.0013
34 H -4.37 2.92 -1.55  -0.0007
35 H -1.93 2.67 -1.62  0.0033
36 N -0.14 -2.47 -0.04  -0.0190
37 C -1.37 -3.17 0.45  0.0014
38 C -1.51 -3.07 1.96  0.0169
39 C -2.68 -2.21 2.44  -0.0027
40 C -2.71 -0.83 1.83  0.0206
41 N -1.44 -0.11 2.04  0.0204
42 H -0.08 -2.55 -1.05  0.0044
43 H 0.66 -2.97 0.33  -0.0019
44 H -1.32 -4.21 0.13  0.0000
45 H -2.23 -2.72 -0.05  -0.0056
46 H -0.57 -2.67 2.35  -0.0012
47 H -1.62 -4.06 2.40  0.0004
48 H -2.63 -2.14 3.53  -0.0002
49 H -3.63 -2.70 2.21  -0.0004
50 H -3.55 -0.28 2.27  0.0024
51 H -2.90 -0.87 0.76  -0.0075
52 H -1.09 -0.30 2.98  -0.0147
53 H -1.62 0.89 2.02  0.0076
54 C 2.03 -1.98 3.25  0.0030
55 C 2.55 -0.73 2.52  -0.0139
56 C 4.10 -0.77 2.57  0.0149
57 C 2.08 -0.80 1.11  0.2080
58 C 2.08 0.57 3.18  -0.0302
59 C 1.23 0.60 4.28  -0.0145
60 C 0.88 1.80 4.89  0.0020
61 C 1.39 3.00 4.40  -0.0003
62 C 2.23 2.99 3.30  0.0001
63 C 2.57 1.79 2.69  0.0026
64 H 2.41 -2.88 2.77  -0.0015
65 H 0.95 -2.02 3.26  -0.0020
66 H 2.40 -1.96 4.28  -0.0023
67 H 4.46 -1.73 2.19  -0.0011
68 H 4.44 -0.67 3.60  0.0011
69 H 4.55 0.02 1.98  0.0006
70 H 2.86 -1.10 0.40  0.0123
71 H 0.86 -0.32 4.71  -0.0018
72 H 0.25 1.81 5.76  0.0001
73 H 1.13 3.94 4.88  0.0000
74 H 2.65 3.91 2.93  0.0000
75 H 3.24 1.79 1.84  0.0007

Entry from the OMol25 dataset: the ion C7H11N6S with charge +1 (ωB97M-V/def2-TZVPD).

Values from the calculation:
* net charge: +1
* frontier orbital gap: 7.63 eV
* energy above the lowest of the compared OMol25 structures with the same formula, charge and spin: 6.7 kcal per mole
* calculated total energy: -27202.2880 eV
* largest force on an atom: 3.905 eV Å⁻¹

Each line ends with the natural charge from an NBO analysis.
Element x y z (Å)
1 C -3.44 0.51 -0.35  -0.2504
2 C -2.28 0.73 -1.03  -0.1383
3 C -3.35 -0.25 0.82  0.1346
4 C -1.03 0.04 -0.67  0.1080
5 C -1.11 -0.55 0.69  0.3428
6 C 1.93 -0.19 -0.08  0.4033
7 C 0.73 2.48 0.43  -0.7440
8 N -2.30 -0.68 1.36  -0.4461
9 N -0.04 0.05 -1.52  -0.1687
10 N 1.20 -0.30 -1.22  -0.4069
11 N 0.00 -0.96 1.15  -0.6151
12 N 2.82 -1.16 0.23  -0.4302
13 N 2.79 -2.34 -0.65  -0.6192
14 S 1.98 1.27 0.91  0.3732
15 H -4.34 1.05 -0.69  0.2552
16 H -2.32 1.33 -1.88  0.2330
17 H -4.16 -0.44 1.58  0.2246
18 H 0.03 2.00 1.12  0.2430
19 H 0.29 2.63 -0.56  0.2654
20 H 1.12 3.40 0.75  0.2610
21 H -0.07 -1.62 1.83  0.3675
22 H 3.41 -0.98 1.03  0.4200
23 H 1.64 -0.78 -1.95  0.4227
24 H 2.91 -3.05 0.00  0.3842
25 H 3.58 -2.20 -1.30  0.3805

Entry from the OMol25 dataset: a cluster of 2 separate species, CH4O2 in total (ωB97M-V/def2-TZVPD).

Values from the calculation:
* frontier orbital gap: 11.16 eV
* SMILES string: C=O.O
* energy above the lowest of the compared OMol25 structures with the same formula, charge and spin: 3.7 kcal per mole
* calculated total energy: -5195.8635 eV
* largest force on an atom: 0.796 eV Å⁻¹

Each line ends with the natural charge from an NBO analysis.
Element x y z (Å)
1 C 1.12 0.62 0.29  0.2920
2 O 0.33 1.28 0.91  -0.5029
3 H 1.21 0.66 -0.81  0.1013
4 H 1.85 -0.06 0.77  0.1087
5 O -1.62 -1.10 -0.12  -0.9371
6 H -1.50 -0.14 -0.01  0.4746
7 H -1.39 -1.25 -1.04  0.4634